H4O2 | ωB97M-V/def2-TZVPD

The geometry in XYZ format:
```
6
Properties=species:S:1:pos:R:3
O -1.139 -0.132 -0.240
H -1.047 0.822 0.137
H -1.400 -0.809 0.396
O 1.491 -0.230 -0.144
H 0.519 -0.383 -0.124
H 1.577 0.732 -0.025
```

The calculation puts the LUMO energy at 0.49 eV. The total charge is 0. Its HOMO-LUMO gap is 0.4146 Eh. The SMILES is O.O. As for the energy relative to the best compared isomer or geometry (same formula, charge and spin): 39.2 kJ/mol. As for the molecular weight: 36.03 g/mol. The HOMO energy is -10.7913 eV. Its maximum force is 0.06033 Eh/bohr.

---

H4O2 | ωB97M-V/def2-TZVPD

The geometry in XYZ format:
```
6
Properties=species:S:1:pos:R:3
O 1.308 -0.113 -0.103
H 1.298 0.844 -0.395
H 2.200 -0.191 0.243
O -1.903 0.029 -0.116
H -1.257 0.328 0.565
H -1.646 -0.897 -0.194
```

The calculation puts the LUMO energy at 0.70 eV. The total charge is 0. Its HOMO-LUMO gap is 0.4377 Eh. The SMILES is O.O. As for the energy relative to the best compared isomer or geometry (same formula, charge and spin): 17.4 kJ/mol. As for the molecular weight: 36.03 g/mol. The HOMO energy is -11.2161 eV. Its maximum force is 0.03738 Eh/bohr.

---

H4O2 | ωB97M-V/def2-TZVPD

The geometry in XYZ format:
```
6
Properties=species:S:1:pos:R:3
O 1.446 -0.070 -0.088
H 2.254 -0.272 0.407
H 1.503 0.927 0.085
O -1.569 -0.134 0.007
H -0.694 0.272 0.283
H -2.075 0.705 -0.124
```

The calculation puts the LUMO energy at 0.55 eV. The total charge is 0. Its HOMO-LUMO gap is 0.4279 Eh. The SMILES is O.O. As for the energy relative to the best compared isomer or geometry (same formula, charge and spin): 37.0 kJ/mol. As for the molecular weight: 36.03 g/mol. The HOMO energy is -11.0965 eV. Its maximum force is 0.05762 Eh/bohr.

---

> Number 3 is which compound?

H4O2